ORCA calculation (ωB97M-V with the def2-TZVPD basis set) on 2 unconnected molecules or ions with the total composition C2H8N2.

XYZ file:
```
12
Properties=species:S:1:pos:R:3:mulliken_charge:R:1
N 1.099 -1.328 1.583 -0.73
H 1.228 -2.179 1.055 0.24
H 0.357 -0.771 1.174 0.28
H 1.933 -0.765 1.476 0.24
C -0.302 1.627 -0.126 -0.68
C -0.146 0.521 -0.850 -0.22
N -1.177 -0.355 -1.237 -0.54
H -1.293 2.030 0.010 0.26
H 0.501 2.353 -0.074 0.25
H 0.822 0.210 -1.241 0.39
H -2.050 -0.044 -0.828 0.23
H -0.972 -1.301 -0.943 0.27
```

energy relative to the best compared isomer or geometry (same formula, charge and spin): 52.71 kJ/mol
frontier orbital gap: 9.905 eV
molar mass: 60.10 Da
lowest unoccupied orbital energy: 0.97 eV
SMILES: C=CN.N